[1]
Entry from the OMol25 dataset: C5H14CsO2 as an isolated structure in a non-equilibrium geometry (the ωB97M-V functional and the def2-TZVPD basis).

LUMO   -3.188 eV
Highest occupied orbital energy   -0.505 Eh
2S+1   1
HOMO-LUMO gap   0.38740 hartree
Relative energy (zero: lowest compared OMol25 entry of this formula, charge and spin)   0.441 eV
Net charge   +1

The geometry in XYZ format:
```
22
Properties=species:S:1:pos:R:3:forces:R:3:nbo_charge:R:1
Cs -0.47344 1.18965 2.10774 0.070 0.040 -0.154 0.989
C -4.31961 1.16394 0.10605 0.060 0.466 -0.795 -0.629
C -3.20555 0.74821 -0.84385 -1.144 -0.878 0.766 -0.080
O -2.19290 0.03427 -0.03309 -0.243 0.918 -1.073 -0.792
H -3.96724 1.81872 0.90304 0.049 -0.376 0.312 0.195
H -4.82046 0.24903 0.42257 -0.029 0.328 0.553 0.216
H -5.03761 1.77965 -0.43570 -0.195 -0.124 -0.112 0.229
H -2.88806 1.56008 -1.49819 1.003 -0.027 0.565 0.196
H -3.68163 0.03864 -1.52059 0.358 -0.200 -0.172 0.183
H -2.42375 -0.89360 -0.11896 0.137 -0.113 0.001 0.488
C 3.86976 -0.58832 -0.62032 -1.002 1.312 1.106 -0.629
C 2.39028 -0.49652 -0.15020 0.848 -0.556 -2.510 0.091
C 2.00819 -1.40498 0.92783 -0.017 -0.629 2.062 -0.619
O 1.93090 0.84478 0.05161 -0.340 -0.071 0.460 -0.770
H 3.92767 0.13898 -1.43012 0.384 -0.365 -0.313 0.221
H 4.19673 -1.59031 -0.89817 -0.209 0.183 -0.053 0.238
H 4.48085 -0.19851 0.19375 0.405 -0.187 0.045 0.201
H 1.86330 -0.90068 -1.01452 -0.476 0.504 -0.312 0.166
H 2.57533 -1.24756 1.84526 0.270 0.075 0.134 0.204
H 2.15710 -2.44913 0.65273 -0.063 0.064 -0.122 0.241
H 0.96670 -1.27976 1.22399 -0.236 -0.151 -0.271 0.173
H 2.64345 1.48342 0.12914 0.371 -0.215 -0.117 0.486
```
Forces are in eV/Å.

---

[2]
Entry from the OMol25 dataset: an isolated ion of composition C5H14N2 and charge -1 in a non-equilibrium geometry (the ωB97M-V functional and the def2-TZVPD basis).

LUMO (spin up / spin down)   4.088 / 4.280 eV
Highest occupied orbital energy (spin up / spin down)   0.053 / -0.190 Eh
2S+1   2
HOMO-LUMO gap (spin up / spin down)   0.09699 / 0.34723 hartree
Relative energy (zero: lowest compared OMol25 entry of this formula, charge and spin)   0.877 eV
Net charge   -1

The geometry in XYZ format:
```
21
Properties=species:S:1:pos:R:3:forces:R:3:nbo_charge:R:1
C -1.62865 -0.30147 1.31722 0.768 -0.215 -0.665 -0.467
N -0.56873 -0.19946 0.28376 0.210 0.256 0.382 -0.677
C 0.32291 0.92994 0.58430 -0.265 0.894 0.060 -0.288
C 1.06786 1.46452 -0.65743 0.350 -0.941 0.256 -0.498
C 1.29637 0.40634 -1.76241 0.188 0.638 0.430 -0.460
N 2.53702 -0.34959 -1.48281 0.215 0.714 -0.493 -0.867
C -2.12825 -1.73647 1.44319 -0.560 0.822 0.366 -0.700
H -2.43290 0.39050 1.04162 -0.196 -0.080 0.248 0.144
H -1.20973 0.07901 2.24671 -0.017 -0.187 0.179 0.166
H -1.03873 0.07127 -0.57856 -0.071 -0.224 -0.155 0.306
H -0.30112 1.73183 1.02028 0.207 0.220 -0.213 0.152
H 1.03214 0.71969 1.38881 -0.033 -0.599 -0.076 0.171
H 0.63267 2.39776 -1.00824 -0.500 -0.191 -0.311 0.192
H 2.10499 1.73289 -0.42461 -0.155 0.087 0.382 0.203
H 0.50201 -0.31483 -1.91505 -0.500 0.357 -0.037 0.176
H 1.41498 1.01785 -2.65925 0.266 -0.481 -0.277 0.170
H 2.34930 -1.15832 -0.91531 -0.250 -0.243 0.159 0.351
H 2.87895 -0.67629 -2.37560 0.175 -0.285 -0.039 0.340
H -1.31907 -2.45603 1.41375 0.138 -0.046 -0.046 0.205
H -2.66588 -1.82146 2.39562 -0.055 -0.225 -0.070 0.186
H -2.84614 -1.92768 0.64402 0.085 -0.270 -0.080 0.193
```
Forces are in eV/Å.

---

[3]
Entry from the OMol25 dataset: an isolated molecule of C5H14N2 in a non-equilibrium geometry (the ωB97M-V functional and the def2-TZVPD basis).

LUMO   1.161 eV
Highest occupied orbital energy   -0.295 Eh
2S+1   1
Structure (SMILES)   CCN[C@@H](C)CN
HOMO-LUMO gap   0.33731 hartree
Relative energy (zero: lowest compared OMol25 entry of this formula, charge and spin)   1.370 eV

The geometry in XYZ format:
```
21
Properties=species:S:1:pos:R:3:forces:R:3:nbo_charge:R:1
C -2.34636 -1.65873 -0.39600 -1.375 -0.200 0.890 -0.622
C -0.89900 -1.27982 -0.19970 0.116 -1.114 0.905 -0.211
N -0.81637 0.14300 -0.17551 0.249 1.036 1.559 -0.657
C 0.48829 0.85585 -0.32777 -1.323 -1.830 -1.781 -0.048
C 0.17689 2.33710 -0.39711 -0.255 -0.437 -0.088 -0.609
C 1.53114 0.57196 0.72256 -0.879 -1.911 0.411 -0.240
N 1.89364 -0.86701 0.77802 0.786 -0.362 -0.089 -0.840
H -2.85284 -1.19699 -1.24253 0.245 -0.240 -0.461 0.194
H -2.91056 -1.26617 0.46708 0.262 0.217 -0.108 0.206
H -2.60829 -2.72634 -0.30404 0.591 0.238 -0.602 0.218
H -0.66872 -1.68607 0.80525 0.363 0.117 -0.515 0.190
H -0.18252 -1.77515 -0.88953 -0.375 0.283 -0.050 0.163
H -1.61678 0.56663 -0.62328 0.481 0.281 -0.145 0.366
H 0.78048 0.31295 -1.24941 1.037 1.242 -0.370 0.167
H 0.97254 2.95387 -0.80542 0.017 -0.043 -0.121 0.216
H -0.75567 2.45511 -0.95059 0.220 0.339 -0.228 0.209
H -0.03452 2.65592 0.62006 0.027 0.203 0.167 0.212
H 2.42484 1.15767 0.52612 -0.187 0.722 0.483 0.184
H 0.94860 0.68906 1.64890 0.896 0.797 0.223 0.205
H 2.49952 -1.16831 0.01662 -0.464 0.379 -0.536 0.345
H 2.54335 -1.04044 1.54056 -0.432 0.282 0.459 0.352
```
Forces are in eV/Å.

---

[4]
Entry from the OMol25 dataset: a 2-piece molecular cluster, C5H14N2 overall in a non-equilibrium geometry (the ωB97M-V functional and the def2-TZVPD basis).

LUMO   0.900 eV
Highest occupied orbital energy   -0.325 Eh
2S+1   1
Structure (SMILES)   [H]/N=C/NC.CCC
HOMO-LUMO gap   0.35825 hartree
Relative energy (zero: lowest compared OMol25 entry of this formula, charge and spin)   1.036 eV

The geometry in XYZ format:
```
21
Properties=species:S:1:pos:R:3:forces:R:3:nbo_charge:R:1
H 1.52766 1.05952 -1.75342 0.045 -0.132 0.043 0.343
N 0.67709 1.60593 -1.77446 -0.991 -0.330 -0.471 -0.738
C -0.34912 0.84712 -1.94175 0.269 -0.461 0.874 0.287
N -1.61960 1.34272 -2.04954 0.293 -0.343 -0.316 -0.620
C -2.85600 0.59817 -1.84850 -0.085 -1.195 -0.641 -0.413
H -0.31201 -0.26376 -1.90137 -0.001 0.524 -0.279 0.142
H -1.60953 2.34420 -2.01342 -0.447 0.317 0.075 0.397
H -3.72215 1.06886 -2.35508 0.684 -0.080 0.287 0.213
H -2.80908 -0.46544 -2.23689 0.354 1.273 -0.020 0.203
H -3.09909 0.42947 -0.80654 -0.105 0.410 0.459 0.186
C 0.25003 -1.36008 2.31115 0.759 -1.054 -1.425 -0.602
C 1.11678 -0.24272 1.71407 -0.841 -0.190 -1.325 -0.397
C 2.49590 -0.58274 1.13403 0.128 -1.057 1.268 -0.609
H 0.06526 -2.17112 1.53230 0.300 0.921 0.818 0.192
H -0.72751 -0.98737 2.57243 -0.230 0.159 0.367 0.210
H 0.73696 -1.85454 3.14429 -0.094 -0.016 0.342 0.201
H 1.22354 0.58218 2.37298 0.012 0.684 0.987 0.196
H 0.48693 0.16667 0.88787 0.620 -0.094 0.303 0.194
H 2.91323 0.31138 0.66908 0.108 -0.312 -0.183 0.216
H 3.24196 -1.00322 1.88109 -0.915 0.823 -0.483 0.200
H 2.36874 -1.42521 0.46169 0.137 0.154 -0.681 0.198
```
Forces are in eV/Å.

---

[5]
Entry from the OMol25 dataset: a 2-piece molecular cluster, C5H14N2 overall (the ωB97M-V functional and the def2-TZVPD basis).

LUMO   1.025 eV
Highest occupied orbital energy   -0.309 Eh
2S+1   1
Structure (SMILES)   CN(C)C.C=CN
HOMO-LUMO gap   0.34650 hartree
Relative energy (zero: lowest compared OMol25 entry of this formula, charge and spin)   1.589 eV

The geometry in XYZ format:
```
21
Properties=species:S:1:pos:R:3:forces:R:3:nbo_charge:R:1
C -0.22104 -0.63443 0.13007 -0.091 -0.002 0.092 -0.417
N -0.44321 -2.04466 -0.11191 0.079 -0.043 0.078 -0.431
C -1.85899 -2.34139 -0.13523 -0.044 -0.072 -0.045 -0.412
C 0.20603 -2.48261 -1.32900 0.039 0.103 -0.125 -0.411
H -0.56834 -0.37050 1.13122 -0.033 -0.015 -0.010 0.195
H -0.76335 -0.00148 -0.59282 0.051 0.057 -0.062 0.156
H 0.83819 -0.39304 0.07438 0.036 -0.018 -0.016 0.211
H -2.01505 -3.39692 -0.36187 0.011 0.003 0.033 0.199
H -2.30716 -2.13390 0.83808 0.019 0.043 -0.031 0.199
H -2.39233 -1.74827 -0.90058 -0.010 -0.020 0.034 0.157
H 0.12478 -3.56367 -1.43636 -0.011 -0.036 0.041 0.198
H 1.26190 -2.21386 -1.30082 0.018 -0.062 0.043 0.200
H -0.22409 -2.02121 -2.23329 -0.067 0.047 -0.032 0.157
C 1.80417 2.31834 1.51192 -0.132 0.175 -0.209 -0.512
C 0.70072 2.66681 0.85721 0.114 0.022 0.105 0.005
N 0.66301 3.58741 -0.19231 -0.228 -0.149 -0.015 -0.829
H 2.75347 2.73659 1.20259 0.121 -0.047 0.205 0.193
H 1.75426 1.62236 2.33248 0.097 -0.056 0.026 0.208
H -0.24712 2.21123 1.12084 -0.064 -0.006 -0.102 0.182
H 1.18947 4.43265 -0.04603 0.090 -0.032 -0.064 0.379
H -0.25532 3.77058 -0.55856 0.004 0.108 0.054 0.374
```
Forces are in eV/Å.

---

no.,electronic energy (eV)
1,-10049.5094
2,-8390.1089
3,-8391.2490
4,-8391.5829
5,-8391.0297